1.
Here is a structure of composition C47H47AuN4OP2S in a non-equilibrium geometry from the Open Molecules 2025 dataset. Energies are from ωB97M-V/def2-TZVPD.

Properties
Total charge: +2
DFT total energy, eV: -90599.36520
Gap between HOMO and LUMO, eV: 4.92

Cartesian coordinates (Å):
Au -0.508 -0.302 -0.622
C 3.163 -5.673 5.042
S 1.698 -4.616 4.962
C 0.781 -5.432 3.615
C 0.122 -4.426 2.670
C 1.159 -3.523 2.012
N 0.600 -2.405 1.199
P 0.148 -0.895 1.876
C -0.638 -1.280 3.438
C 0.107 -1.459 4.604
C -0.540 -1.822 5.777
C -1.920 -1.984 5.795
C -2.668 -1.781 4.639
C -2.028 -1.421 3.466
C 1.693 -0.085 2.235
C 1.665 1.051 3.054
C 2.838 1.738 3.310
C 4.031 1.313 2.731
C 4.054 0.203 1.896
C 2.884 -0.491 1.634
P -0.006 -2.531 -0.326
C -1.453 -3.561 -0.321
C -1.386 -4.851 -0.853
C -2.490 -5.682 -0.738
C -3.653 -5.223 -0.132
C -3.731 -3.927 0.368
C -2.634 -3.091 0.271
C 1.083 -3.214 -1.552
C 0.607 -3.118 -2.867
C 1.362 -3.615 -3.913
C 2.589 -4.218 -3.652
C 3.066 -4.299 -2.352
C 2.325 -3.785 -1.298
H 3.805 -5.264 5.819
H 3.700 -5.664 4.094
H 2.890 -6.691 5.310
H 0.010 -6.058 4.059
H 1.480 -6.080 3.079
H -0.605 -3.830 3.225
H -0.428 -4.981 1.905
H 1.805 -4.129 1.379
H 1.791 -3.076 2.778
H 1.182 -1.333 4.599
H 0.037 -1.972 6.680
H -2.416 -2.263 6.715
H -3.745 -1.889 4.662
H -2.604 -1.243 2.567
H 0.735 1.382 3.503
H 2.825 2.606 3.957
H 4.947 1.854 2.930
H 4.984 -0.118 1.444
H 2.896 -1.348 0.971
H -0.483 -5.205 -1.331
H -2.445 -6.688 -1.134
H -4.511 -5.880 -0.055
H -4.649 -3.572 0.821
H -2.684 -2.080 0.655
H -0.351 -2.652 -3.073
H 1.001 -3.533 -4.930
H 3.175 -4.621 -4.467
H 4.027 -4.760 -2.155
H 2.723 -3.832 -0.294
C -4.913 0.777 1.855
C -4.422 2.215 2.018
N -5.007 3.143 1.059
C -6.371 3.640 1.339
C -7.442 2.962 0.497
C -4.421 3.615 -0.062
O -4.962 4.414 -0.806
C -3.005 3.213 -0.448
C -2.240 4.208 -1.054
C -0.969 3.923 -1.519
C -0.477 2.642 -1.381
N -1.223 1.672 -0.829
C -2.467 1.947 -0.375
H -4.273 0.091 2.416
H -4.928 0.476 0.804
H -5.929 0.665 2.234
H -3.336 2.270 1.957
H -4.690 2.568 3.012
H -6.380 4.708 1.141
H -6.557 3.483 2.401
H -7.276 3.159 -0.561
H -8.421 3.361 0.765
H -7.459 1.882 0.660
H -2.677 5.192 -1.170
H -0.367 4.678 -2.006
H 0.509 2.360 -1.722
H -3.038 1.106 -0.001
N 8.997 0.790 -3.551
C 7.910 0.680 -3.194
C 6.538 0.538 -2.758
C 5.969 -0.729 -2.674
C 4.637 -0.864 -2.324
C 3.866 0.262 -2.045
C 4.453 1.527 -2.098
C 5.782 1.666 -2.457
C 2.469 0.134 -1.692
C 1.286 0.056 -1.453
H 6.575 -1.597 -2.894
H 4.182 -1.839 -2.281
H 3.858 2.401 -1.865
H 6.239 2.644 -2.514

2.
Here is a structure of composition C47H47AuN4OP2S from the Open Molecules 2025 dataset. Energies are from ωB97M-V/def2-TZVPD.

Properties
Total charge: +2
DFT total energy, eV: -90599.90371
Gap between HOMO and LUMO, eV: 5.05

Cartesian coordinates (Å):
Au -0.199 -0.402 0.163
C -4.756 5.953 4.492
S -5.427 4.303 4.774
C -4.863 3.475 3.276
C -3.365 3.192 3.265
C -2.990 2.398 2.021
N -1.584 1.907 2.036
P -1.255 0.335 2.250
C -2.522 -0.691 2.975
C -2.801 -1.973 2.502
C -3.645 -2.794 3.230
C -4.216 -2.341 4.412
C -3.920 -1.073 4.891
C -3.052 -0.252 4.190
C 0.217 0.071 3.227
C 0.790 -1.204 3.241
C 1.896 -1.446 4.035
C 2.423 -0.426 4.817
C 1.820 0.825 4.843
C 0.718 1.083 4.047
P -0.189 2.854 1.411
C -0.674 4.529 1.896
C -0.201 5.004 3.120
C -0.573 6.260 3.573
C -1.407 7.054 2.797
C -1.859 6.600 1.564
C -1.491 5.343 1.110
C -0.372 2.865 -0.401
C -1.514 2.638 -1.167
C -1.457 2.715 -2.551
C -0.265 3.034 -3.186
C 0.880 3.262 -2.435
C 0.830 3.161 -1.053
H -5.096 6.571 5.320
H -5.143 6.373 3.564
H -3.667 5.956 4.482
H -5.155 4.066 2.403
H -5.426 2.538 3.233
H -3.099 2.647 4.170
H -2.805 4.127 3.292
H -3.116 3.026 1.140
H -3.648 1.533 1.905
H -2.378 -2.326 1.572
H -3.861 -3.791 2.870
H -4.884 -2.984 4.969
H -4.352 -0.722 5.818
H -2.791 0.714 4.598
H 0.377 -2.004 2.636
H 2.352 -2.426 4.041
H 3.308 -0.606 5.411
H 2.218 1.604 5.479
H 0.245 2.055 4.071
H 0.467 4.394 3.718
H -0.205 6.625 4.523
H -1.692 8.038 3.146
H -2.489 7.232 0.952
H -1.826 5.004 0.138
H -2.449 2.384 -0.694
H -2.349 2.531 -3.136
H -0.227 3.104 -4.265
H 1.811 3.512 -2.925
H 1.730 3.335 -0.471
C 6.203 2.183 -0.657
C 5.115 2.705 0.271
N 5.209 2.230 1.654
C 5.849 3.107 2.643
C 7.336 3.307 2.402
C 4.727 1.043 2.057
O 4.794 0.597 3.193
C 3.996 0.188 1.045
C 4.632 -0.829 0.344
C 3.877 -1.681 -0.448
C 2.509 -1.514 -0.494
N 1.891 -0.544 0.202
C 2.624 0.295 0.950
H 6.105 2.644 -1.640
H 6.134 1.103 -0.789
H 7.194 2.413 -0.272
H 4.129 2.452 -0.127
H 5.159 3.794 0.318
H 5.680 2.655 3.616
H 5.325 4.066 2.618
H 7.860 2.351 2.394
H 7.755 3.914 3.204
H 7.535 3.825 1.464
H 5.703 -0.963 0.428
H 4.336 -2.479 -1.013
H 1.883 -2.171 -1.083
H 2.083 1.058 1.496
N -10.127 0.040 -0.338
C -8.981 -0.015 -0.309
C -7.544 -0.074 -0.271
C -6.800 1.064 -0.580
C -5.422 1.011 -0.532
C -4.776 -0.177 -0.175
C -5.529 -1.317 0.121
C -6.909 -1.265 0.074
C -3.350 -0.231 -0.090
C -2.143 -0.323 -0.006
H -7.309 1.976 -0.857
H -4.841 1.889 -0.781
H -5.027 -2.238 0.381
H -7.500 -2.142 0.298

3.
Here is a cluster of 6 separate species, C47H47BF43O11PS3 in total in a non-equilibrium geometry from the Open Molecules 2025 dataset. Energies are from ωB97M-V/def2-TZVPD.

Properties
DFT total energy, eV: -231344.09044
SMILES string: CC(C)=CCC[C@H](C)CCc1c(S)cc2c(c1[PH2]=S)C(=O)C(CB(O)O)=C(S(=O)(=O)C(F)(F)F)C2=O.FC(F)C(F)(F)COC(F)(F)C(F)F.FC(F)C(F)(F)COC(F)(F)C(F)F.FC(F)C(F)(F)COC(F)(F)C(F)F.FC(F)C(F)(F)COC(F)(F)C(F)F.FC(F)C(F)(F)COC(F)(F)C(F)F
Gap between HOMO and LUMO, eV: 6.49

Cartesian coordinates (Å):
C 12.363 1.685 -0.417
C 11.224 0.663 -0.704
C 11.206 -0.626 0.185
C 10.270 0.859 -1.637
C 9.811 2.228 -2.210
C 9.385 3.289 -1.130
C 8.289 2.813 -0.101
C 8.929 2.106 1.173
C 7.117 1.972 -0.720
C 5.888 2.858 -1.224
C 4.548 2.309 -0.611
C 4.319 2.583 0.806
S 5.489 3.504 1.853
C 3.100 2.145 1.478
C 2.146 1.446 0.672
C 2.350 1.159 -0.750
C 3.564 1.587 -1.422
P 3.869 1.286 -3.225
S 3.997 2.962 -4.247
C 1.207 0.408 -1.454
O 1.325 -0.360 -2.359
C -0.228 0.672 -0.872
C -1.384 0.639 -1.896
B -1.931 -0.890 -1.952
O -1.185 -1.970 -1.400
O -3.182 -1.211 -2.509
C -0.452 0.930 0.431
S -2.040 1.259 1.207
O -2.068 0.581 2.492
O -3.211 0.828 0.459
C -2.076 3.078 1.647
F -0.888 3.509 2.119
F -2.453 3.811 0.562
F -3.058 3.228 2.559
C 0.817 0.985 1.349
O 0.828 0.682 2.502
H 13.334 1.142 -0.382
H 12.337 2.457 -1.221
H 12.160 2.128 0.596
H 11.898 -1.402 -0.227
H 10.181 -1.078 0.227
H 11.517 -0.405 1.233
H 9.791 -0.053 -2.069
H 8.927 2.066 -2.878
H 10.628 2.667 -2.848
H 10.308 3.508 -0.524
H 9.140 4.266 -1.629
H 7.821 3.749 0.311
H 9.128 1.040 0.939
H 9.855 2.666 1.438
H 8.151 2.166 1.975
H 7.419 1.257 -1.518
H 6.703 1.340 0.115
H 5.824 2.935 -2.331
H 6.020 3.866 -0.756
H 5.052 4.805 1.695
H 2.951 2.353 2.558
H 2.886 0.478 -3.841
H 5.140 0.634 -3.354
H -2.203 1.360 -1.685
H -0.995 0.850 -2.931
H -1.485 -2.059 -0.475
H -3.760 -1.501 -1.778
C -2.915 -5.059 1.519
C -3.058 -6.593 1.534
C -2.669 -7.320 0.247
F -3.434 -6.957 -0.800
F -2.834 -8.660 0.402
F -4.316 -6.916 1.908
F -2.240 -7.055 2.523
O -4.099 -4.303 1.277
C -4.469 -4.075 -0.047
C -5.816 -4.711 -0.396
F -5.785 -6.048 -0.220
F -6.119 -4.487 -1.696
F -3.480 -4.460 -0.873
F -4.570 -2.728 -0.182
H -2.627 -4.779 2.534
H -2.085 -4.729 0.892
H -1.619 -7.141 -0.005
H -6.613 -4.301 0.228
C -6.697 3.022 1.455
C -6.813 1.487 1.398
C -6.476 0.836 0.057
F -7.300 1.238 -0.932
F -6.609 -0.514 0.147
F -8.047 1.121 1.815
F -5.940 0.993 2.320
O -7.905 3.768 1.310
C -8.345 4.056 0.021
C -9.697 3.413 -0.296
F -9.636 2.072 -0.192
F -10.068 3.700 -1.566
F -7.391 3.734 -0.869
F -8.473 5.408 -0.038
H -6.364 3.256 2.467
H -5.905 3.401 0.807
H -5.444 1.047 -0.235
H -10.469 3.775 0.388
C -1.508 -10.208 -2.574
C -1.886 -11.449 -3.407
C -1.167 -12.750 -3.047
F 0.166 -12.664 -3.222
F -1.600 -13.755 -3.849
F -1.734 -11.163 -4.720
F -3.220 -11.657 -3.218
O -0.563 -9.309 -3.152
C 0.794 -9.583 -2.981
C 1.503 -9.851 -4.310
F 0.963 -10.908 -4.949
F 2.809 -10.139 -4.098
F 0.957 -10.581 -2.094
F 1.332 -8.479 -2.411
H -2.420 -9.615 -2.492
H -1.251 -10.464 -1.545
H -1.370 -13.037 -2.012
H 1.436 -8.982 -4.969
C -10.934 9.646 -2.508
C -12.456 9.542 -2.283
C -13.018 10.318 -1.092
F -12.510 9.895 0.081
F -14.362 10.146 -1.020
F -12.804 8.237 -2.215
F -13.053 10.035 -3.407
O -10.134 8.574 -2.018
C -9.730 8.614 -0.683
C -10.298 7.449 0.129
F -11.651 7.457 0.124
F -9.912 7.534 1.425
F -10.023 9.815 -0.147
F -8.381 8.525 -0.695
H -10.792 9.608 -3.589
H -10.539 10.618 -2.209
H -12.824 11.390 -1.196
H -9.964 6.494 -0.271
C 5.232 -0.673 4.867
C 6.030 -0.155 3.654
C 7.169 -1.053 3.169
F 8.118 -1.228 4.107
F 7.780 -0.489 2.097
F 6.474 1.096 3.922
F 5.144 -0.028 2.623
O 5.581 -0.144 6.143
C 6.630 -0.747 6.839
C 7.806 0.207 7.057
F 8.308 0.642 5.882
F 8.810 -0.423 7.709
F 6.994 -1.891 6.230
F 6.127 -1.104 8.041
H 4.206 -0.334 4.712
H 5.165 -1.762 4.882
H 6.791 -2.032 2.860
H 7.498 1.077 7.640

4.
Here is a structure of composition C47H47F12KN2O4S from the Open Molecules 2025 dataset. Energies are from ωB97M-V/def2-TZVPD.

Properties
Total charge: -2
DFT total energy, eV: -120446.51804
Gap between HOMO and LUMO, eV: 4.37

Cartesian coordinates (Å):
K 0.902 -0.110 -0.027
C -2.497 -2.161 -0.537
C -2.796 -0.686 -0.445
C -2.573 0.119 -1.563
C -2.193 -0.508 -2.875
C -2.638 1.513 -1.442
C -2.324 2.346 -2.657
C -2.989 2.089 -0.219
C -2.932 3.588 -0.049
C -3.371 1.272 0.857
C -3.899 1.925 2.115
C -3.248 -0.116 0.752
C -3.527 -1.046 1.906
H -3.349 -2.736 -0.918
H -2.231 -2.578 0.433
H -1.651 -2.333 -1.204
H -2.491 0.107 -3.723
H -2.652 -1.490 -2.998
H -1.109 -0.649 -2.914
H -3.072 2.183 -3.440
H -1.358 2.065 -3.083
H -2.306 3.411 -2.445
H -3.788 4.095 -0.510
H -2.025 3.986 -0.501
H -2.903 3.876 0.999
H -4.519 2.790 1.872
H -3.098 2.278 2.773
H -4.520 1.250 2.699
H -2.596 -1.495 2.260
H -4.179 -1.869 1.603
H -3.993 -0.551 2.754
C 0.929 1.704 -7.429
C 1.201 1.699 -5.949
C 1.643 2.824 -5.267
C 1.865 2.780 -3.910
C 1.616 1.636 -3.088
N 1.723 1.707 -1.745
C 1.637 2.918 -1.103
C 0.669 3.866 -1.520
C 0.467 5.094 -0.928
C 1.242 5.482 0.152
C 1.052 6.803 0.849
C 2.179 4.562 0.608
C 2.396 3.299 0.059
C 3.307 2.293 0.821
O 2.645 1.204 1.198
C 4.589 1.955 -0.054
F 5.632 2.821 0.138
F 4.376 1.963 -1.369
F 5.081 0.738 0.251
C 3.885 2.905 2.161
F 4.703 2.013 2.758
F 4.596 4.067 2.141
F 2.892 3.136 3.051
C 1.361 0.417 -3.839
C 1.126 0.525 -5.204
C 1.520 -1.009 -3.213
O 0.832 -1.279 -2.110
C 3.080 -1.142 -2.941
F 3.871 -0.436 -3.772
F 3.564 -2.420 -3.035
F 3.358 -0.748 -1.699
C 1.185 -2.152 -4.236
F -0.069 -2.059 -4.727
F 2.005 -2.251 -5.321
F 1.240 -3.362 -3.645
H 0.880 2.728 -7.809
H -0.023 1.222 -7.673
H 1.706 1.182 -8.000
H 1.827 3.753 -5.804
H 2.222 3.675 -3.419
H 0.064 3.601 -2.374
H -0.303 5.754 -1.322
H 0.512 7.509 0.214
H 2.009 7.260 1.114
H 0.479 6.698 1.777
H 2.767 4.874 1.456
H 0.892 -0.366 -5.768
O -0.212 0.181 2.267
S 0.360 1.152 3.229
C 1.412 0.197 4.333
C 1.227 -1.172 4.429
C 2.021 -1.893 5.310
C 2.982 -1.246 6.073
C 3.170 0.124 5.950
C 2.384 0.854 5.072
C -0.911 1.442 4.467
C -0.912 2.656 5.138
C -1.898 2.909 6.081
C -2.876 1.957 6.333
C -2.875 0.752 5.645
C -1.889 0.489 4.707
H 0.505 -1.667 3.790
H 1.896 -2.967 5.374
H 3.607 -1.816 6.751
H 3.945 0.620 6.520
H 2.544 1.914 4.923
H -0.157 3.399 4.906
H -1.914 3.855 6.608
H -3.652 2.164 7.060
H -3.648 0.017 5.834
H -1.870 -0.430 4.136
C 2.783 -3.960 -0.239
N 3.220 -3.108 0.855
C 4.452 -2.354 0.723
C 2.467 -3.033 1.956
O 1.417 -3.636 2.142
H 2.938 -5.015 0.008
H 3.344 -3.709 -1.132
H 1.726 -3.793 -0.440
H 5.322 -3.018 0.750
H 4.524 -1.627 1.531
H 4.453 -1.797 -0.211
H 2.890 -2.355 2.715